Record 1
Density functional theory data (ωB97M-V/def2-TZVPD) for a 9-piece molecular cluster, C6H30O9 overall in a non-equilibrium geometry.

Output
Highest occupied orbital energy in eV: -10.0
SMILES: CC(C)O.CC(C)O.O.O.O.O.O.O.O

Structure (XYZ):
```
45
Properties=species:S:1:pos:R:3:forces:R:3:lowdin_charge:R:1
C -0.744 4.051 -1.764 -0.6 1.3 -0.3 -0.064
C -1.291 3.206 -0.602 1.9 0.3 -0.6 -0.513
C -2.105 4.033 0.398 -1.4 -4.1 -0.6 -0.023
O -2.027 2.190 -1.206 -1.6 -1.2 0.4 -0.082
H 0.015 4.739 -1.360 0.0 -0.3 -0.3 0.078
H -1.528 4.739 -2.204 0.6 -0.9 0.4 0.094
H -0.335 3.438 -2.596 -0.2 0.3 0.7 0.086
H -0.341 2.741 -0.197 -0.9 0.4 0.5 0.131
H -2.560 3.354 1.170 0.6 0.4 -0.5 0.084
H -2.953 4.381 -0.136 -0.7 0.8 -0.5 0.077
H -1.605 4.756 0.898 1.7 2.4 1.3 0.042
H -2.577 1.701 -0.534 0.8 0.5 -0.7 0.069
C 0.816 -3.611 2.256 -0.7 -0.3 -0.4 -0.066
C 1.724 -3.232 1.097 1.8 -0.2 0.7 -0.542
C 3.024 -4.020 1.292 0.7 -0.6 -1.5 -0.073
O 1.240 -3.691 -0.122 -1.0 -0.8 -0.7 -0.035
H 1.215 -3.387 3.235 0.2 0.7 0.2 0.079
H 0.761 -4.711 2.299 -0.4 0.3 -0.4 0.088
H -0.187 -3.188 2.108 0.1 -0.2 0.3 0.078
H 1.992 -2.165 1.045 -0.4 -0.1 0.1 0.129
H 2.724 -5.103 1.292 0.5 0.9 0.2 0.090
H 3.592 -3.757 2.194 -0.2 -0.1 -0.2 0.077
H 3.659 -3.899 0.347 -0.6 0.0 1.5 0.102
H 1.083 -3.022 -0.784 -0.1 0.7 0.2 0.070
O -0.196 -0.272 1.638 0.6 0.1 -0.7 -0.082
H 0.240 -1.115 1.859 -0.5 0.3 0.0 0.024
H 0.127 -0.131 0.705 -0.1 -0.4 0.6 0.017
O -1.324 -0.361 -3.072 0.2 1.3 0.2 -0.102
H -1.972 -1.048 -2.817 0.0 1.0 0.1 0.007
H -1.657 0.563 -2.853 0.1 -1.9 -0.2 0.060
O 2.384 1.556 1.373 0.4 -0.6 0.9 -0.036
H 1.903 0.968 1.971 0.5 -0.2 0.4 0.034
H 1.649 1.767 0.828 -0.9 0.8 -1.3 -0.007
O -2.926 0.507 0.886 1.3 -1.5 -1.5 -0.034
H -1.989 0.268 1.087 -0.5 -0.2 0.0 0.040
H -3.131 1.098 1.567 -0.8 1.4 1.7 0.018
O 3.882 0.686 -1.239 -0.8 -0.1 2.4 -0.068
H 3.831 1.158 -0.353 -0.1 -0.9 -1.5 0.047
H 4.305 1.290 -1.818 0.6 0.9 -0.9 0.006
O -3.225 -1.555 -1.616 -0.2 0.7 2.8 -0.069
H -4.105 -1.866 -1.805 -0.5 -0.3 -0.3 0.043
H -3.308 -1.234 -0.646 0.4 -0.6 -2.3 0.087
O 0.605 -0.693 -0.924 1.6 -0.2 0.5 -0.061
H -0.152 -0.503 -1.488 -0.1 0.1 -1.2 0.014
H 1.467 -0.627 -1.412 -1.4 0.3 0.4 0.089
```
Forces are in eV/Å.


Record 2
Density functional theory data (ωB97M-V/def2-TZVPD) for C26H68CuO26PbS8 as an isolated structure in a non-equilibrium geometry.

Output
Multiplicity: 2
Highest occupied orbital energy (alpha / beta) in eV: -13.9 / -13.9
Net charge: +2

Structure (XYZ):
```
130
Properties=species:S:1:pos:R:3:forces:R:3:lowdin_charge:R:1
Pb 3.394 10.617 -23.792 -0.4 0.1 -2.4 1.682
Cu 1.991 14.281 -24.151 1.3 -0.4 -1.0 0.681
O 2.764 12.512 -25.506 0.5 -2.4 1.8 -0.447
C 3.506 12.196 -26.681 0.9 0.6 0.7 -0.272
C 4.755 11.117 -26.673 -2.3 0.7 -0.4 -0.241
O 4.883 10.069 -25.820 -0.7 1.6 1.0 -0.130
H 3.908 13.167 -26.972 0.8 -0.1 -0.3 0.094
H 2.909 11.932 -27.554 -0.5 -0.5 0.2 0.089
H 5.627 11.760 -26.793 1.0 -0.1 0.4 0.135
H 4.732 10.643 -27.654 0.2 -0.2 -0.8 0.137
O 2.118 8.773 -24.969 1.0 1.3 0.4 -0.510
S 2.214 7.718 -25.984 -2.1 -2.9 -2.9 0.683
O 3.264 6.728 -25.896 -1.4 1.8 0.2 -0.230
O 0.786 6.973 -25.956 1.0 0.3 0.6 -0.245
C -0.381 7.752 -25.564 -0.1 1.5 1.7 -0.216
C -0.565 7.694 -23.995 0.0 -0.7 -1.9 -0.043
C 2.028 8.374 -27.740 1.3 1.3 1.8 -0.040
H -1.266 7.400 -26.095 0.4 -0.7 0.1 0.137
H -0.302 8.789 -25.890 0.4 0.1 -0.2 0.095
H 0.196 8.149 -23.361 0.3 0.1 -0.5 0.054
H -0.515 6.612 -23.870 -0.5 0.1 0.9 0.087
H -1.516 8.163 -23.742 -0.1 -0.5 0.1 0.085
H 3.030 8.794 -27.828 0.1 0.0 -0.8 0.028
H 1.328 9.210 -27.751 -0.1 -0.1 0.4 0.036
H 1.747 7.714 -28.560 0.3 -0.7 0.7 0.110
O 8.291 7.539 -28.953 -2.4 -2.5 1.5 -0.328
S 7.371 6.487 -28.413 0.0 0.8 0.6 0.756
O 6.973 5.356 -29.253 0.8 1.9 1.5 -0.279
O 8.006 5.930 -26.915 -1.8 1.7 -2.1 -0.269
C 9.066 5.087 -27.198 2.5 -1.8 0.2 -0.348
C 9.936 4.833 -25.947 -0.5 1.1 -0.6 -0.050
C 5.890 7.255 -27.517 1.1 -0.2 -0.4 -0.100
H 9.749 5.528 -27.924 -0.1 0.2 -0.3 0.113
H 8.690 4.154 -27.617 0.0 -0.1 0.0 0.119
H 10.956 4.599 -26.251 -0.2 -0.8 0.0 0.081
H 9.462 4.148 -25.243 0.4 0.0 0.0 0.079
H 10.101 5.817 -25.508 -0.3 0.0 0.5 0.071
H 5.002 7.381 -28.136 0.5 -0.1 -0.4 0.031
H 6.301 8.204 -27.172 -0.1 0.1 -0.1 0.037
H 5.616 6.663 -26.643 0.4 -0.3 -0.3 0.049
O 4.244 15.017 -24.055 -2.2 -0.5 -0.5 -0.327
S 5.646 14.925 -24.331 2.6 3.5 0.8 0.642
O 6.267 13.646 -24.452 -0.4 -0.6 -0.5 -0.285
O 6.090 15.942 -25.563 -1.6 -1.8 0.1 -0.245
C 5.147 16.096 -26.708 -0.4 0.0 -0.4 -0.248
C 4.717 17.528 -26.884 0.1 -0.5 0.2 -0.046
C 6.461 15.964 -23.032 -0.3 -1.1 -1.3 -0.038
H 4.242 15.508 -26.557 0.1 -0.2 0.5 0.089
H 5.496 15.748 -27.680 1.2 -0.4 0.5 0.107
H 5.558 18.215 -26.982 -0.1 0.0 0.3 0.100
H 4.036 17.753 -26.064 0.1 0.7 -0.2 0.087
H 4.208 17.523 -27.848 -0.3 0.3 0.1 0.081
H 6.398 16.946 -23.501 0.4 0.0 0.4 0.078
H 7.459 15.531 -22.965 0.2 0.5 0.1 0.063
H 5.945 15.925 -22.073 -0.1 -0.2 -0.3 0.082
O 8.562 14.725 -28.886 -1.2 -2.0 0.3 -0.284
S 7.908 13.435 -29.094 -0.1 -0.3 -2.5 0.724
O 6.437 13.312 -29.219 2.5 0.4 0.4 -0.346
O 8.511 12.851 -30.606 -2.2 1.6 3.1 -0.242
C 9.895 12.647 -30.724 2.0 -1.5 -0.9 -0.308
C 10.110 11.148 -30.692 0.1 -0.9 0.4 -0.064
C 8.448 12.202 -27.862 0.1 1.1 0.1 -0.110
H 10.602 13.084 -30.019 -0.7 0.6 0.6 0.122
H 10.259 13.030 -31.677 -0.5 0.3 -0.2 0.128
H 11.148 10.823 -30.770 0.1 0.4 -0.2 0.091
H 9.537 10.596 -31.436 0.0 0.3 -0.1 0.074
H 9.790 10.755 -29.727 -0.1 -0.1 0.1 0.058
H 9.537 12.180 -27.907 -0.1 -0.5 -0.2 0.081
H 7.917 11.252 -27.918 0.3 0.1 -0.7 0.075
H 8.243 12.623 -26.878 -0.2 0.4 -0.1 0.033
O 3.397 8.770 -32.300 0.3 0.9 1.6 -0.268
S 4.229 9.373 -31.278 1.5 0.9 -3.6 0.666
O 4.550 8.654 -30.077 -0.4 0.7 0.2 -0.304
O 5.703 9.637 -32.009 -1.1 0.1 2.0 -0.288
C 5.834 9.998 -33.407 0.1 -0.1 0.3 -0.237
C 7.299 10.323 -33.710 -0.1 -0.1 -0.8 -0.061
C 3.831 11.175 -30.897 0.3 -1.2 0.2 -0.081
H 5.158 10.811 -33.670 0.0 0.1 0.1 0.113
H 5.531 9.096 -33.939 0.1 0.2 -0.4 0.122
H 7.348 10.625 -34.756 -0.2 -0.8 -0.5 0.081
H 7.901 9.430 -33.539 0.1 0.2 -0.1 0.086
H 7.840 11.206 -33.370 -0.7 0.0 1.4 0.065
H 3.886 11.862 -31.741 0.1 -0.6 -0.4 0.063
H 4.647 11.419 -30.216 -0.1 0.1 0.2 0.037
H 2.839 11.268 -30.456 0.1 -0.3 0.1 0.031
O -1.390 10.097 -28.543 2.4 2.4 -1.8 -0.302
S -0.469 10.935 -29.366 -2.2 -0.9 -0.8 0.694
O 0.642 10.257 -30.042 -1.1 1.4 1.3 -0.306
O -1.384 11.748 -30.481 -0.6 -1.5 3.4 -0.260
C -0.924 12.096 -31.738 1.5 1.1 -2.4 -0.299
C -1.822 13.153 -32.399 -1.1 -0.9 1.2 -0.039
C 0.068 12.419 -28.409 0.2 -1.5 -1.2 -0.083
H -0.827 11.210 -32.366 0.1 0.0 0.0 0.133
H 0.036 12.599 -31.624 0.5 -0.4 -0.2 0.103
H -1.735 13.209 -33.484 0.5 0.2 0.2 0.093
H -1.737 14.100 -31.866 0.3 0.2 -0.4 0.078
H -2.847 12.836 -32.206 -0.2 0.0 -0.2 0.080
H 0.647 13.028 -29.103 0.0 -0.1 -0.1 0.055
H 0.733 11.948 -27.685 -0.3 0.6 0.6 0.033
H -0.820 12.970 -28.098 0.2 -0.4 0.4 0.082
O 2.132 13.861 -34.657 0.6 2.1 2.7 -0.285
S 2.402 14.974 -33.727 0.6 0.0 -0.8 0.679
O 1.521 16.129 -33.676 1.0 -1.6 0.2 -0.284
O 2.632 14.388 -32.191 -0.7 -1.0 -1.2 -0.309
C 2.615 15.277 -31.078 0.1 0.7 -0.2 -0.272
C 3.618 14.829 -30.027 0.4 -0.1 -0.4 -0.057
C 4.133 15.536 -33.987 -0.5 -1.0 -1.0 -0.098
H 1.614 15.318 -30.650 -0.1 -0.1 -0.1 0.116
H 2.823 16.270 -31.476 0.1 0.2 0.4 0.114
H 3.399 13.817 -29.687 -0.2 0.0 0.3 0.054
H 3.635 15.538 -29.199 -0.3 -0.1 0.1 0.060
H 4.651 14.771 -30.370 -0.1 0.1 -0.4 0.073
H 4.331 16.557 -33.661 -0.3 -0.2 -0.1 0.075
H 4.247 15.366 -35.057 -0.1 0.8 -0.3 0.066
H 4.866 14.812 -33.634 -0.4 0.0 0.8 0.066
O 10.057 13.865 -22.739 0.6 -0.5 -1.7 -0.301
S 10.441 13.576 -24.118 -1.5 1.7 -1.2 0.661
O 11.779 13.713 -24.646 -1.4 -0.8 1.2 -0.263
O 9.844 12.130 -24.539 -1.0 -0.1 0.6 -0.283
C 8.835 11.386 -23.699 1.6 -1.4 1.0 -0.196
C 7.905 10.514 -24.539 -0.2 1.4 -1.4 -0.064
C 9.385 14.590 -25.337 0.9 0.0 2.3 -0.090
H 8.294 11.905 -22.908 0.2 1.1 -0.6 0.110
H 9.504 10.746 -23.125 -0.1 -0.2 0.0 0.123
H 8.384 10.362 -25.506 0.1 -0.5 0.0 0.079
H 7.021 11.097 -24.800 -0.2 0.3 0.0 0.022
H 7.504 9.569 -24.173 0.8 0.0 0.5 0.089
H 8.341 14.316 -25.187 0.3 -0.7 -0.8 0.009
H 9.929 14.540 -26.281 -0.7 -0.3 -0.1 0.063
H 9.362 15.620 -24.983 0.7 0.1 0.0 0.065
```
Forces are in eV/Å.


Record 3
Density functional theory data (ωB97M-V/def2-TZVPD) for C30H37N6O2PRuS as an isolated structure.

Output
Multiplicity: 6
Highest occupied orbital energy (alpha / beta) in eV: -3.5 / -4.4
Net charge: -1

Structure (XYZ):
```
78
Properties=species:S:1:pos:R:3:forces:R:3:lowdin_charge:R:1
Ru 1.077 -0.159 0.625 0.0 0.0 0.0 1.039
O 2.062 -2.051 1.358 -0.1 0.0 0.0 -0.194
C 2.596 -2.380 2.477 0.1 0.0 0.0 -0.383
C 2.580 -3.742 2.896 0.0 0.0 0.0 -0.036
C 3.145 -4.149 4.080 0.0 0.0 0.0 -0.113
C 3.776 -3.239 4.936 0.0 0.0 0.0 -0.131
C 3.818 -1.916 4.555 0.0 0.0 0.0 -0.077
C 3.248 -1.463 3.359 0.0 0.0 0.0 -0.147
C 3.372 -0.054 3.050 0.0 0.0 -0.1 -0.107
N 2.858 0.524 2.042 0.0 0.0 0.0 -0.079
C 3.063 1.938 1.830 0.0 0.0 0.0 -0.261
C 3.485 2.118 0.381 0.0 0.0 -0.1 -0.222
N 2.544 1.437 -0.505 0.1 0.1 0.0 -0.026
C 2.529 1.828 -1.717 -0.1 -0.1 0.0 -0.140
C 1.794 1.243 -2.818 0.0 0.0 0.0 -0.188
C 1.928 1.853 -4.073 0.0 0.0 0.0 -0.085
C 1.322 1.352 -5.205 0.0 0.0 0.0 -0.132
C 0.569 0.177 -5.083 0.0 0.0 0.0 -0.120
C 0.413 -0.445 -3.870 0.0 0.0 0.0 -0.038
C 0.997 0.068 -2.674 0.0 0.0 0.0 -0.402
O 0.788 -0.527 -1.562 0.0 0.0 0.0 -0.201
H 2.102 -4.454 2.233 0.0 0.0 0.0 0.099
H 3.101 -5.198 4.353 0.0 0.0 0.0 0.093
H 4.217 -3.567 5.868 0.0 0.0 0.0 0.083
H 4.304 -1.184 5.194 0.0 0.0 0.0 0.100
H 3.963 0.539 3.764 0.0 0.0 0.0 0.120
H 3.822 2.355 2.506 0.0 0.0 0.0 0.108
H 2.107 2.439 2.004 0.0 0.0 0.0 0.063
H 4.469 1.653 0.250 0.0 0.0 0.0 0.118
H 3.573 3.180 0.125 0.0 0.0 0.0 0.110
H 3.156 2.685 -2.003 0.0 0.0 0.0 0.120
H 2.538 2.749 -4.139 0.0 0.0 0.0 0.102
H 1.438 1.841 -6.163 0.0 0.0 0.0 0.084
H 0.093 -0.248 -5.961 0.0 0.0 0.0 0.095
H -0.179 -1.348 -3.777 0.0 0.0 0.0 0.102
C -1.050 -2.464 1.721 0.1 0.1 0.0 -0.189
N -0.650 -2.008 0.378 -0.1 0.0 0.0 -0.170
C -1.840 -1.445 -0.286 0.1 0.0 0.0 -0.204
N -2.919 -2.432 -0.393 -0.1 0.0 0.0 -0.087
C -3.259 -2.877 0.959 0.0 0.0 0.0 -0.183
N -2.115 -3.469 1.656 0.0 0.0 0.0 -0.086
C -1.630 -4.595 0.857 0.0 0.0 0.0 -0.184
N -1.245 -4.197 -0.498 0.0 -0.1 0.0 -0.087
C -0.196 -3.177 -0.393 0.0 0.1 0.0 -0.175
C -2.412 -3.586 -1.137 0.0 0.0 0.0 -0.185
H -1.389 -1.594 2.285 0.0 0.0 0.0 0.081
H -0.174 -2.888 2.212 0.0 0.0 0.0 0.112
H -1.538 -1.110 -1.280 0.0 0.0 0.0 0.104
H -2.173 -0.584 0.296 0.0 0.0 0.0 0.078
H -4.059 -3.620 0.897 0.0 0.0 0.0 0.117
H -3.614 -2.019 1.533 0.0 0.0 0.0 0.126
H -2.418 -5.351 0.794 0.0 0.0 0.0 0.117
H -0.762 -5.032 1.356 0.0 0.0 0.0 0.121
H 0.089 -2.830 -1.386 0.0 0.0 0.0 0.112
H 0.679 -3.587 0.109 0.0 0.0 0.0 0.110
H -3.206 -4.334 -1.216 0.0 0.0 0.0 0.117
H -2.132 -3.261 -2.142 0.0 0.0 0.0 0.120
C -0.672 4.440 -2.473 0.0 0.0 0.0 -0.292
P -0.938 2.842 -1.572 0.0 0.0 0.0 0.924
C -1.930 2.007 -2.873 0.0 0.0 0.0 -0.289
C -2.247 3.397 -0.415 0.0 0.0 0.0 -0.421
C -1.882 4.267 0.614 0.0 0.0 0.0 -0.142
C -2.801 4.685 1.560 0.0 0.0 0.0 -0.099
C -4.108 4.218 1.513 0.0 0.0 0.0 -0.108
C -4.480 3.335 0.514 0.0 0.0 0.0 -0.099
C -3.558 2.930 -0.444 0.0 0.0 0.0 -0.101
H -0.221 5.174 -1.806 0.0 0.0 0.0 0.024
H -1.605 4.847 -2.870 0.0 0.0 0.0 0.036
H 0.020 4.259 -3.298 0.0 0.0 0.0 0.019
H -2.795 2.599 -3.182 0.0 0.0 0.0 0.039
H -2.261 1.023 -2.539 0.0 0.0 0.0 0.031
H -1.273 1.852 -3.730 0.0 0.0 0.0 0.020
H -0.851 4.597 0.692 0.0 0.0 0.0 0.097
H -2.490 5.355 2.352 0.0 0.0 0.0 0.096
H -4.825 4.528 2.263 0.0 0.0 0.0 0.092
H -5.492 2.948 0.479 0.0 0.0 0.0 0.095
H -3.869 2.230 -1.208 0.0 0.0 0.0 0.086
S -0.379 1.071 1.764 0.0 0.0 0.0 -0.124
```
Forces are in eV/Å.


Record 4
Density functional theory data (ωB97M-V/def2-TZVPD) for C4H4N2O in the gas phase in a non-equilibrium geometry.

Output
Highest occupied orbital energy in eV: -9.9
SMILES: C[C@H](C#N)C#[N+][O-]

Structure (XYZ):
```
11
Properties=species:S:1:pos:R:3:forces:R:3:lowdin_charge:R:1
C 0.670 -0.018 1.365 -0.4 0.0 -0.6 -0.011
C -0.073 0.508 0.161 -0.2 -2.1 0.5 -0.294
C -1.431 0.107 -0.008 -3.0 -0.9 1.1 -0.220
N -2.477 -0.307 -0.251 0.2 0.3 0.2 0.190
C 0.317 -0.115 -1.066 1.6 0.8 -1.0 0.017
N 0.197 -0.410 -2.173 1.2 -0.4 0.5 -0.096
O 0.323 -0.865 -3.254 -0.4 -0.4 -1.7 0.059
H 1.079 -0.976 1.246 0.4 -1.4 -0.6 0.082
H 0.052 -0.074 2.194 -1.4 0.1 1.7 0.071
H 1.456 0.619 1.600 1.5 1.3 0.3 0.071
H -0.114 1.530 0.185 0.6 2.8 -0.4 0.130
```
Forces are in eV/Å.